Entry 1:
An isolated ion of composition C4H10NO2 and charge +1. Source: OMol25; level of theory: ωB97M-V with the def2-TZVPD basis set.

HOMO-LUMO gap in Ha: 0.3449
Net charge: +1
HOMO energy in eV: -12.940
ΔE to the lowest compared entry with this formula, charge and spin in kcal/mol: 96.51
LUMO in eV: -3.556

The geometry in XYZ format:
```
17
Properties=species:S:1:pos:R:3:nbo_charge:R:1
C -2.370 -0.934 0.081 -0.70
C -1.243 0.115 0.104 0.47
O -1.106 1.233 0.829 -0.67
C -0.062 -0.132 -0.975 -0.31
N 1.068 0.809 -0.721 -0.60
C 2.031 0.333 0.498 0.12
O 2.808 -0.633 -0.049 -0.65
H -2.368 -1.268 1.159 0.25
H -3.345 -0.384 -0.100 0.26
H -2.059 -1.752 -0.599 0.27
H -2.038 1.481 1.213 0.52
H 0.031 -1.233 -1.141 0.23
H 1.562 0.878 -1.702 0.47
H 0.632 1.732 -0.529 0.45
H 2.730 1.168 0.530 0.20
H 1.501 0.066 1.414 0.21
H 2.231 -1.478 -0.013 0.48
```

Entry 2:
A 2-piece molecular cluster, C4H10O overall. Source: OMol25; level of theory: ωB97M-V with the def2-TZVPD basis set.

HOMO-LUMO gap in Ha: 0.3421
HOMO energy in eV: -8.594
ΔE to the lowest compared entry with this formula, charge and spin in kcal/mol: 56.32
LUMO in eV: 0.714

The geometry in XYZ format:
```
15
Properties=species:S:1:pos:R:3:nbo_charge:R:1
C -0.149 1.871 -1.284 -0.66
C 0.338 0.527 -0.878 -0.20
C 1.662 0.197 -1.095 -0.20
C 2.212 -1.244 -0.844 -0.66
H -1.182 1.946 -1.646 0.22
H 0.489 2.155 -2.126 0.22
H -0.152 2.465 -0.363 0.22
H -0.122 -0.078 -0.070 0.20
H 2.387 1.145 -1.103 0.20
H 3.299 -1.330 -0.964 0.22
H 1.879 -1.880 -1.632 0.22
H 1.954 -1.510 0.294 0.21
O -3.384 -1.032 3.179 -0.94
H -3.400 -1.972 3.626 0.47
H -2.457 -0.793 3.160 0.47
```

Entry 3:
One molecule with the formula C3H6N2S. Source: OMol25; level of theory: ωB97M-V with the def2-TZVPD basis set.

HOMO-LUMO gap in Ha: 0.3317
HOMO energy in eV: -8.259
ΔE to the lowest compared entry with this formula, charge and spin in kcal/mol: 45.76
LUMO in eV: 0.767

The geometry in XYZ format:
```
12
Properties=species:S:1:pos:R:3:nbo_charge:R:1
C -0.228 1.921 -2.343 -0.51
C -0.084 1.945 -0.992 0.01
N 0.078 0.869 -0.130 -0.63
C 0.042 -0.414 -0.607 0.25
N 0.034 -1.488 0.085 -0.58
S 0.061 -1.314 1.813 0.09
H -0.075 1.052 -2.937 0.20
H -0.572 2.860 -2.781 0.22
H 0.007 2.905 -0.522 0.20
H 0.249 1.067 0.932 0.43
H 0.006 -0.619 -1.697 0.20
H 0.250 -2.615 1.963 0.13
```

Entry 4:
A 3-piece molecular cluster, C23H33N4O3PS overall. Source: OMol25; level of theory: ωB97M-V with the def2-TZVPD basis set.

HOMO-LUMO gap in Ha: 0.2559
HOMO energy in eV: -8.310
LUMO in eV: -1.347

The geometry in XYZ format:
```
65
Properties=species:S:1:pos:R:3:nbo_charge:R:1
C 4.863 -1.613 2.087 -0.62
C 3.762 -1.131 1.037 -0.07
O 3.565 0.263 1.291 -0.54
C 2.796 0.944 0.279 -0.13
C 1.936 0.031 -0.644 -0.01
C 2.439 -0.321 -1.864 -0.37
P 4.135 0.198 -2.467 0.81
S 4.167 1.937 -3.338 -0.59
C 1.606 -1.200 -2.841 0.54
O 2.023 -1.332 -3.968 -0.49
C 0.275 -1.820 -2.348 -0.16
C -0.445 -2.771 -3.184 0.19
N 0.022 -3.217 -4.492 -0.83
C -1.712 -3.350 -2.690 -0.22
C -2.279 -2.971 -1.412 -0.18
C -1.576 -1.994 -0.572 0.02
C -2.231 -1.631 0.792 -0.25
N -2.652 -0.226 0.925 -0.63
C -3.110 0.381 -0.333 -0.43
C -0.296 -1.433 -1.025 -0.05
C 0.510 -0.427 -0.186 0.50
O 0.136 0.045 0.863 -0.48
H 5.851 -1.353 1.609 0.20
H 4.818 -2.729 2.114 0.21
H 4.747 -1.118 3.077 0.23
H 2.840 -1.725 1.270 0.17
H 4.201 -1.358 0.031 0.16
H 2.067 1.602 0.835 0.22
H 3.465 1.653 -0.282 0.21
H 5.116 0.128 -1.429 0.00
H 4.521 -0.791 -3.429 0.02
H -0.021 -4.237 -4.458 0.37
H -0.644 -2.845 -5.175 0.38
H -2.252 -4.087 -3.321 0.22
H -3.233 -3.432 -1.079 0.23
H -3.062 -2.364 0.992 0.19
H -1.454 -1.815 1.591 0.22
H -3.309 -0.087 1.688 0.38
H -2.273 0.590 -1.056 0.19
H -3.517 1.399 -0.068 0.23
H -3.959 -0.164 -0.833 0.17
C -0.308 0.191 4.872 -0.61
C -1.571 0.813 5.459 -0.38
C -2.519 -0.224 6.071 -0.51
C -2.955 -1.190 5.031 0.30
N -3.292 -1.931 4.222 -0.36
H -0.540 -0.489 4.050 0.22
H 0.348 0.967 4.475 0.22
H 0.245 -0.365 5.634 0.20
H -2.090 1.370 4.674 0.21
H -1.288 1.534 6.230 0.21
H -3.399 0.270 6.488 0.25
H -2.023 -0.769 6.877 0.24
C -0.074 2.741 -2.290 -0.62
C -0.665 3.619 -3.387 -0.38
C -1.573 4.725 -2.843 -0.50
C -2.718 4.130 -2.105 0.30
N -3.603 3.671 -1.535 -0.35
H -0.853 2.210 -1.736 0.21
H 0.588 1.988 -2.723 0.22
H 0.507 3.337 -1.581 0.21
H -1.226 2.988 -4.083 0.21
H 0.150 4.075 -3.954 0.22
H -1.959 5.333 -3.663 0.25
H -1.017 5.380 -2.168 0.24
```

Entry 5:
C38H23F9IrNPS as an isolated structure. Source: OMol25; level of theory: ωB97M-V with the def2-TZVPD basis set.

HOMO-LUMO gap (alpha / beta) in Ha: 0.2075 / 0.1863
Net charge: +2
HOMO energy (alpha / beta) in eV: -13.929 / -13.938
2S+1: 2
LUMO (alpha / beta) in eV: -8.281 / -8.867

The geometry in XYZ format:
```
74
Properties=species:S:1:pos:R:3:mulliken_charge:R:1
Ir 0.120 1.001 1.043 0.85
S -1.369 -1.602 4.469 -0.11
C -2.774 -1.231 3.563 -0.62
C -2.528 -0.438 2.469 -0.53
C -1.176 -0.101 2.331 -0.07
C -0.406 -0.661 3.368 -0.13
C 0.995 -0.449 3.543 1.45
C 1.698 -0.987 4.633 -0.95
C 3.034 -0.692 4.794 -0.52
C 3.655 0.140 3.869 -0.69
C 2.912 0.620 2.798 -0.30
N 1.629 0.329 2.630 -0.24
H -3.720 -1.621 3.886 0.53
H -3.303 -0.125 1.793 0.56
H 1.179 -1.610 5.345 0.42
H 3.586 -1.089 5.632 0.50
H 4.693 0.409 3.974 0.47
H 3.376 1.258 2.055 0.48
F 1.281 -0.652 -7.588 -0.27
C 1.869 -1.455 -6.705 0.80
F 3.186 -1.403 -6.924 -0.24
F 1.481 -2.711 -6.968 -0.24
C 1.528 -1.106 -5.275 0.24
C 0.705 -0.034 -4.957 -0.92
C 0.377 0.199 -3.633 -0.50
C 0.862 -0.648 -2.638 0.78
C 1.714 -1.703 -2.961 -0.01
C 2.041 -1.932 -4.282 -1.33
P 0.204 -0.459 -0.951 0.41
C -1.548 -0.917 -1.160 0.53
C -1.917 -2.181 -1.613 -0.42
C -3.259 -2.510 -1.702 -1.10
C -4.223 -1.572 -1.349 0.17
C -3.860 -0.291 -0.957 -0.68
C -2.520 0.039 -0.871 -0.68
C -5.676 -1.988 -1.383 0.79
F -5.986 -2.593 -2.529 -0.25
F -6.506 -0.958 -1.219 -0.27
F -5.930 -2.862 -0.395 -0.25
C 1.094 -1.727 -0.005 0.60
C 0.500 -2.761 0.710 -0.75
C 1.276 -3.550 1.541 -0.99
C 2.635 -3.287 1.669 0.35
C 3.251 -2.299 0.909 -1.05
C 2.475 -1.514 0.084 -0.78
C 3.453 -4.061 2.675 0.74
F 2.711 -4.380 3.746 -0.26
F 3.953 -5.184 2.172 -0.25
F 4.475 -3.318 3.134 -0.24
H 0.320 0.601 -5.739 0.51
H -0.267 1.027 -3.372 0.46
H 2.097 -2.368 -2.203 0.39
H 2.681 -2.762 -4.545 0.45
H -1.158 -2.895 -1.902 0.63
H -3.558 -3.488 -2.048 0.48
H -4.624 0.436 -0.724 0.59
H -2.222 1.045 -0.581 0.45
H -0.559 -2.949 0.620 0.62
H 0.833 -4.364 2.096 0.54
H 4.318 -2.147 0.977 0.54
H 2.934 -0.728 -0.501 0.63
C -0.165 2.980 0.815 -3.23
C -0.426 4.179 0.697 3.58
C -0.704 5.533 0.541 0.53
C 0.257 6.395 -0.038 -0.43
C -0.045 7.721 -0.229 -0.59
C -1.289 8.225 0.168 -0.30
C -2.236 7.382 0.759 -0.58
C -1.958 6.050 0.947 -0.44
H 1.212 5.985 -0.333 0.45
H 0.681 8.376 -0.684 0.42
H -1.515 9.271 0.024 0.42
H -3.189 7.779 1.074 0.42
H -2.670 5.384 1.410 0.45
```

Entry 6:
One molecule with the formula CH4NP3S. Source: OMol25; level of theory: ωB97M-V with the def2-TZVPD basis set.

HOMO-LUMO gap (alpha / beta) in Ha: 0.2477 / 0.2479
HOMO energy (alpha / beta) in eV: -8.767 / -8.770
ΔE to the lowest compared entry with this formula, charge and spin in kcal/mol: 79.59
LUMO (alpha / beta) in eV: -2.025 / -2.025

The geometry in XYZ format:
```
10
Properties=species:S:1:pos:R:3:nbo_charge:R:1
C 0.125 0.496 -0.759 -0.96
P 0.723 -1.122 -0.192 0.32
P -0.502 -2.390 -1.578 0.19
S 0.936 -2.545 -3.297 -0.38
P 1.446 -3.881 -1.721 1.05
N 2.680 -4.678 -1.518 -0.91
H 0.925 1.001 -1.518 0.25
H 0.050 1.055 0.183 0.24
H -0.945 0.373 -1.111 0.23
H -0.367 -1.073 0.710 -0.03
```

Entry 7:
N2O3S as an isolated structure. Source: OMol25; level of theory: ωB97M-V with the def2-TZVPD basis set.

HOMO-LUMO gap in Ha: 0.4012
HOMO energy in eV: -11.547
ΔE to the lowest compared entry with this formula, charge and spin in kcal/mol: 51.25
LUMO in eV: -0.629

The geometry in XYZ format:
```
6
Properties=species:S:1:pos:R:3:nbo_charge:R:1
N 1.721 0.479 -0.065 0.04
N 0.704 0.875 0.168 0.40
O -0.431 1.189 0.330 -0.37
O -1.667 -0.549 -1.193 -0.86
O -0.089 -1.695 0.205 -0.87
S -1.290 -0.888 0.166 1.66
```

Entry 8:
A 2-piece molecular cluster, H4O2 overall. Source: OMol25; level of theory: ωB97M-V with the def2-TZVPD basis set.

HOMO-LUMO gap in Ha: 0.4466
HOMO energy in eV: -11.446
ΔE to the lowest compared entry with this formula, charge and spin in kcal/mol: 5.97
LUMO in eV: 0.706

The geometry in XYZ format:
```
6
Properties=species:S:1:pos:R:3:nbo_charge:R:1
O -1.469 -0.914 -0.273 -0.95
H -1.937 -0.840 0.575 0.47
H -0.567 -1.244 -0.072 0.48
O 1.634 0.786 -0.228 -0.95
H 0.984 1.335 -0.748 0.48
H 1.355 0.877 0.745 0.47
```

Entry 9:
C3HInO2 as an isolated structure. Source: OMol25; level of theory: ωB97M-V with the def2-TZVPD basis set.

HOMO-LUMO gap (alpha / beta) in Ha: 0.3548 / 0.2402
Net charge: +1
HOMO energy (alpha / beta) in eV: -15.261 / -15.203
2S+1: 2
ΔE to the lowest compared entry with this formula, charge and spin in kcal/mol: 0.00
LUMO (alpha / beta) in eV: -5.607 / -8.667

The geometry in XYZ format:
```
7
Properties=species:S:1:pos:R:3:mulliken_charge:R:1
O 1.145 -0.960 -0.056 -0.46
O 0.694 1.186 -0.042 -0.47
C 0.312 -0.015 -0.047 0.85
In 2.600 0.465 -0.034 0.89
C -2.294 -0.569 0.078 0.27
C -1.116 -0.315 -0.019 -0.50
H -3.292 -0.969 -0.015 0.43
```

| no. | total energy (eV) |
| --- | --- |
| 1 | -9885.4028 |
| 2 | -6355.3606 |
| 3 | -17022.0566 |
| 4 | -56609.6611 |
| 5 | -88672.6209 |
| 6 | -41290.0589 |
| 7 | -19955.0971 |
| 8 | -4159.6800 |
| 9 | -12385.1665 |